No. 1
A structure of composition C4H5CeLiO5, computed with wB97M-V/def2-TZVPD.

Calculated values
**LUMO level (spin up / spin down)**: -19.656 / -18.935 eV
**Kohn-Sham gap (spin up / spin down)**: 2.28 / 4.41 eV
**E_HOMO (spin up / spin down)**: -0.806 / -0.858 hartree
**Spin multiplicity**: 3
**E_tot**: -27547.8945 eV
**Net charge**: +4
**ΔE to the lowest compared entry with this formula, charge and spin**: 151.4 kJ/mol

Positions of all 16 atoms, in Å:
Ce -2.9003 -3.5549 0.2313
O -1.0038 -0.2939 -0.3444
O 4.2749 -0.9131 0.4804
O 2.2004 -0.1775 0.2725
O -2.8741 -1.4186 -0.7245
O -2.6876 0.5945 -1.5729
C 3.3541 -0.0609 0.6490
C 0.7684 0.8791 0.7265
C -0.4874 0.9328 -0.0441
C -2.2145 -0.3602 -0.9736
Li -4.4714 -0.0575 -1.9874
H 0.5224 1.3121 -0.7729
H 0.5574 0.3911 1.6886
H -1.2289 1.6525 0.3193
H 5.0329 -0.7976 1.0818
H 1.1577 1.8721 0.9704

Force components x, y, z for each atom (eV/Å):
Ce 0.143 2.352 -1.091
O -1.897 -2.774 -0.348
O -0.726 0.114 -0.025
O -2.341 0.614 -0.953
O -1.426 -6.346 1.704
O 0.021 -1.651 0.352
C 0.499 0.221 0.675
C -1.070 -0.529 5.495
C 5.531 2.092 -2.631
C 2.447 5.353 0.106
Li -0.363 0.919 -0.618
H -3.744 -0.211 -1.370
H 1.405 -0.807 -0.175
H 0.750 0.587 -0.513
H 0.526 0.209 -0.061
H 0.244 -0.143 -0.547

---

No. 2
The molecule C4H5Cl, computed with wB97M-V/def2-TZVPD.

Calculated values
**LUMO level**: -0.423 eV
**Kohn-Sham gap**: 8.03 eV
**E_HOMO**: -0.311 hartree
**E_tot**: -16746.8847 eV
**Net charge**: 0
**ΔE to the lowest compared entry with this formula, charge and spin**: 312.5 kJ/mol

Positions of all 10 atoms, in Å:
Cl 2.5057 -0.4098 2.2533
C 0.5944 -0.3696 0.4044
C -1.5505 0.3329 -0.8604
C -0.2884 0.3777 -0.5374
C 1.1780 0.2831 1.5294
H 0.2746 1.1202 -1.1241
H -1.7923 0.8758 -1.6868
H 1.3227 -0.8028 -0.2924
H -2.3050 -0.1880 -0.4717
H 0.0609 -1.2195 0.7858

Force components x, y, z for each atom (eV/Å):
Cl 0.287 -0.684 -0.260
C 0.026 -1.104 -1.834
C 2.137 0.383 -0.051
C 1.476 1.657 0.022
C -0.510 2.068 1.207
H 0.013 -0.425 0.187
H -0.926 1.707 -2.058
H 0.486 -0.402 0.276
H -2.601 -2.401 1.875
H -0.388 -0.798 0.636